(P)
C4H9NO | ωB97M-V/def2-TZVPD

Geometry as ORCA input:
```
! RIJCOSX wB97M-V def2-TZVPD def2/J DEFGRID3
* xyz 0 1
O -2.25 -1.81 -1.96
N -1.85 0.43 -1.80
C 2.09 1.19 1.13
C 1.52 0.10 0.81
C 0.78 -0.77 1.86
C -2.38 -0.71 -2.42
H 1.33 -1.51 2.37
H -2.95 -0.63 -3.30
H 1.39 -0.28 -0.32
H 2.28 1.49 2.24
H -1.69 1.30 -2.24
H -1.25 0.22 -1.02
H 0.75 0.05 2.67
H -0.26 -1.02 1.52
H 2.50 1.95 0.46
*
```

The orbital gap is 11.006 eV. The structure (SMILES) is C=CC.NC=O.

***

(Q)
C4H9NO | ωB97M-V/def2-TZVPD

Geometry as ORCA input:
```
! RIJCOSX wB97M-V def2-TZVPD def2/J DEFGRID3
* xyz 0 1
O 2.83 0.73 -0.77
N -0.41 -0.02 0.58
C -2.50 -1.28 0.57
C -1.62 -0.27 -0.15
C 1.84 0.18 -0.37
C 0.55 0.90 0.01
H -1.92 -2.17 0.82
H 1.75 -0.92 -0.34
H -3.39 -1.55 0.01
H -0.55 0.11 1.57
H -1.37 -0.66 -1.14
H -2.24 0.63 -0.35
H -2.81 -0.88 1.54
H 0.18 1.26 -0.96
H 0.72 1.77 0.63
*
```

The orbital gap is 10.025 eV. The structure (SMILES) is CCNCC=O.

***

Least stable: (P)

***

(P)
C4H9NO | ωB97M-V/def2-TZVPD

Geometry as ORCA input:
```
! RIJCOSX wB97M-V def2-TZVPD def2/J DEFGRID3
* xyz 0 1
O 1.27 -1.83 -0.09
N -0.43 -0.26 -0.14
C -1.45 -1.28 0.06
C 1.93 0.50 0.06
C -0.82 1.15 -0.08
C 0.90 -0.67 -0.07
H -2.47 -0.90 0.99
H -0.22 1.88 -0.70
H -0.74 1.69 0.93
H 1.73 1.35 -0.68
H -1.92 1.18 -0.49
H -0.68 -2.39 0.55
H 3.00 0.13 -0.17
H 1.74 0.96 1.05
H -1.85 -1.52 -1.24
*
```

The orbital gap is 9.874 eV.

***

(Q)
C4H9NO | ωB97M-V/def2-TZVPD

Geometry as ORCA input:
```
! RIJCOSX wB97M-V def2-TZVPD def2/J DEFGRID3
* xyz 0 1
O 1.40 -1.57 -0.85
N -0.96 0.27 0.07
C 1.51 -0.36 -0.74
C -1.78 1.22 -0.01
C -1.52 -1.06 0.27
C 2.24 0.27 0.41
H -2.61 -1.07 0.42
H -2.85 1.11 0.17
H -1.27 -1.64 -0.62
H 1.57 0.98 0.91
H 2.59 -0.51 1.08
H -1.05 -1.54 1.13
H 1.17 0.49 -1.43
H 3.08 0.84 0.01
H -1.48 2.22 -0.32
*
```

The orbital gap is 10.413 eV. The structure (SMILES) is C=NC.CC=O.

***

(R)
C4H9NO | ωB97M-V/def2-TZVPD

Geometry as ORCA input:
```
! RIJCOSX wB97M-V def2-TZVPD def2/J DEFGRID3
* xyz 0 1
O -0.87 -1.11 -0.13
N 0.02 0.57 1.21
C -0.76 -0.40 1.04
C 2.23 0.35 0.19
C -2.05 -0.80 -0.86
C 0.84 0.97 0.06
H 2.16 -0.74 0.15
H 0.91 2.06 0.07
H -1.40 -0.74 1.85
H -2.30 0.26 -0.77
H 0.39 0.66 -0.89
H -1.83 -1.01 -1.91
H 2.88 0.69 -0.62
H -2.90 -1.41 -0.54
H 2.68 0.63 1.15
*
```

The orbital gap is 10.893 eV. The structure (SMILES) is CC/N=C\OC.

***

Least stable: (P)

***

(P)
C18H54O9 | ωB97M-V/def2-TZVPD

Geometry as ORCA input:
```
! RIJCOSX wB97M-V def2-TZVPD def2/J DEFGRID3
* xyz 0 1
O 0.37 -4.09 -0.09
O -3.93 -0.86 2.97
O 2.57 -3.27 -1.53
O 0.71 4.52 -1.23
O -0.38 0.92 5.26
O -0.73 2.23 -0.37
O 0.04 -2.36 -6.75
O -2.71 1.57 2.23
O 5.54 3.85 0.74
C -3.46 2.05 4.50
C -0.16 -2.84 0.23
C 0.21 -1.18 -4.80
C 0.81 -2.35 -5.59
C 0.06 5.17 -2.32
C -2.62 2.49 3.29
C -0.08 -0.03 4.24
C 2.33 -5.33 -2.73
C -3.31 -3.15 2.57
C -0.06 1.01 0.00
C 0.48 0.32 -1.25
C 3.57 2.67 0.09
C -1.27 -2.53 -0.70
C 4.23 4.05 0.32
C -1.36 5.48 -1.83
C 3.24 -4.15 -2.39
C -0.61 -1.39 4.59
C -3.14 -1.70 2.08
H 1.87 -2.17 -5.77
H 1.07 -0.59 -1.12
H -1.35 5.91 -0.83
H -0.57 -2.92 1.23
H 1.42 -4.96 -3.19
H -0.40 -2.04 3.74
H -1.68 -1.44 4.77
H -3.56 -1.51 1.10
H -3.02 -3.34 3.60
H 1.10 5.19 -0.66
H -3.39 2.61 5.44
H -3.09 3.38 2.86
H -0.43 0.04 -1.78
H 0.13 -3.25 -7.09
H 1.02 0.92 -1.99
H 0.60 -2.06 0.23
H -1.59 2.69 3.60
H 3.66 2.07 1.00
H 3.58 4.62 0.98
H 6.11 3.74 -0.03
H -0.02 1.76 4.97
H -0.50 0.37 3.32
H 4.10 2.06 -0.64
H -3.05 1.11 4.87
H 0.32 -0.28 -5.41
H -2.31 1.97 1.46
H 0.69 -3.33 -5.13
H 0.81 -1.00 -3.91
H 0.05 4.49 -3.16
H 3.53 -3.65 -3.31
H -0.85 -1.31 -4.60
H 3.11 -2.50 -1.36
H -2.08 -1.48 2.12
H -0.07 -1.83 5.43
H 1.99 -5.84 -1.83
H 4.27 4.61 -0.62
H -3.73 0.07 2.83
H 2.78 -6.04 -3.42
H 4.14 -4.57 -1.95
H 1.08 -3.96 -0.73
H -4.52 1.94 4.29
H 2.58 2.85 -0.33
H 0.72 1.25 0.72
H -0.18 2.83 -0.88
H -1.95 4.57 -1.70
H -2.08 -3.26 -0.57
H 0.58 6.09 -2.58
H -4.30 -3.61 2.48
H -1.79 6.16 -2.57
H -2.57 -3.80 2.11
H -0.76 0.38 0.55
H -1.70 -1.57 -0.40
H 0.99 0.09 4.12
H -1.07 -2.53 -1.77
*
```

The orbital gap is 9.681 eV. The structure (SMILES) is CCO.CCO.CCO.CCO.CCO.CCO.CCO.CCO.CCO.

***

(Q)
C18H54O9 | ωB97M-V/def2-TZVPD

Geometry as ORCA input:
```
! RIJCOSX wB97M-V def2-TZVPD def2/J DEFGRID3
* xyz 0 1
O -3.38 0.27 -0.34
O -2.09 -3.96 2.59
O -0.42 1.65 3.82
O 2.67 2.86 -1.47
O 0.98 -1.10 -0.56
O 2.40 -3.99 -5.97
O 3.52 0.11 -1.35
O -0.62 1.20 -1.08
O -0.79 2.52 1.19
C 4.17 -0.72 -2.38
C -3.41 -4.29 3.01
C 0.32 -3.27 -4.99
C -0.42 2.00 -2.23
C -4.35 -2.00 -0.08
C -0.03 2.90 5.85
C 1.84 -3.38 -4.76
C 4.24 0.05 -3.68
C -0.32 1.55 5.27
C -3.49 -0.89 0.45
C -1.96 3.36 1.23
C 4.36 4.24 -0.34
C 3.18 3.22 -0.23
C -1.80 4.73 0.69
C 0.37 -1.84 0.43
C -3.31 -5.32 4.09
C 0.35 -1.31 1.86
C -0.57 1.11 -3.43
H -0.41 1.79 -0.35
H -1.28 1.25 5.74
H -2.64 5.32 1.00
H 0.57 -0.19 -0.48
H -3.95 -3.41 3.44
H -2.54 0.30 -0.90
H 0.12 0.29 -3.23
H 0.25 -0.24 1.87
H -1.75 4.65 -0.40
H -1.60 0.80 -3.73
H 4.94 -0.41 -4.36
H 4.02 5.05 -0.99
H 1.30 -1.58 2.40
H 0.18 -2.49 -5.74
H 3.66 -1.68 -2.51
H -0.84 5.17 0.96
H -4.25 -5.74 4.38
H 2.75 -0.42 -1.02
H 4.57 4.76 0.61
H -2.87 -4.95 5.03
H -2.30 3.36 2.28
H 0.79 -2.85 0.52
H -4.25 -2.88 0.58
H -1.00 0.89 3.59
H 3.25 0.23 -4.09
H 2.40 3.59 0.45
H 4.65 1.05 -3.44
H 2.21 -2.39 -4.49
H -4.04 -4.63 2.19
H -0.15 -4.19 -5.34
H 1.00 3.27 5.53
H -2.09 -3.43 1.82
H 5.15 3.75 -0.89
H 0.39 0.74 5.59
H -0.49 -1.75 2.36
H -0.71 -2.10 0.23
H 2.04 -4.01 -3.91
H -0.33 2.95 6.91
H 2.89 1.87 -1.58
H -2.77 2.77 0.67
H -5.39 -1.70 -0.03
H -0.13 1.78 -4.20
H 0.60 2.45 -2.18
H 3.27 -4.29 -5.71
H -2.48 -1.29 0.64
H -3.91 -0.46 1.38
H -0.65 3.58 5.24
H 3.48 2.33 0.35
H -4.01 -2.32 -1.07
H -1.13 2.85 -2.21
H -0.20 -2.83 -4.10
H -2.63 -6.06 3.69
H -0.32 2.73 1.97
H 5.14 -0.99 -2.04
*
```

The orbital gap is 10.130 eV. The structure (SMILES) is CCO.CCO.CCO.CCO.CCO.CCO.CCO.CCO.CCO.

***

Least stable: (P)